The following is a quantum chemistry calculation of a single C8H8N2 molecule, from OMol25.

Last columns: bonded neighbours and bond lengths (Å).
Positions of all 18 atoms, in Å:
1 C -2.4108 -0.9901 0.0651  N2 1.476, H11 1.135, H12 1.087, H13 1.041
2 N -1.4385 0.0989 -0.1534  C1 1.476, C3 1.431, C10 1.402
3 C -1.6285 1.5123 -0.0319  N2 1.431, N4 1.282, H14 1.058
4 N -0.5197 2.1467 0.0738  C3 1.282, C5 1.371
5 C 0.4792 1.2100 0.0046  N4 1.371, C6 1.432, C10 1.369
6 C 1.8891 1.4027 -0.1567  C5 1.432, C7 1.424, H15 1.172
7 C 2.6849 0.2390 0.0476  C6 1.424, C8 1.439, H16 1.088
8 C 2.0609 -1.0542 -0.0532  C7 1.439, C9 1.321, H17 1.141
9 C 0.7562 -1.2618 -0.0509  C8 1.321, C10 1.455, H18 1.137
10 C -0.0454 -0.0489 -0.1090  N2 1.402, C5 1.369, C9 1.455
11 H -3.5091 -0.7825 -0.1330  C1 1.135
12 H -2.2564 -1.7705 -0.6763  C1 1.087
13 H -2.2659 -1.5856 0.9068  C1 1.041
14 H -2.5347 2.0469 0.0786  C3 1.058
15 H 2.1526 2.5441 -0.1298  C6 1.172
16 H 3.7452 0.4177 0.2138  C7 1.088
17 H 2.7149 -1.9260 0.2860  C8 1.141
18 H 0.1260 -2.1988 -0.1819  C9 1.137

Summary:
E_tot = -11404.6827 eV
SMILES = Cn1cnc2ccccc21

These are the Mulliken partial charges, in e, on atoms 1 to 4: C -1.0547; N 0.0570; C -0.1772; N -0.6701

The following is a quantum chemistry calculation of a single C22H28N2O4S molecule, from OMol25.

Last columns: bonded neighbours and bond lengths (Å).
Positions of all 57 atoms, in Å:
1 C -6.6135 -3.1556 0.6392  O2 1.409, H30 1.089, H31 1.094, H32 1.094
2 O -6.2637 -1.9511 1.2814  C1 1.409, C3 1.355
3 C -5.3787 -1.1203 0.6793  O2 1.355, C4 1.393, C29 1.401
4 C -4.7535 -1.3720 -0.5401  C3 1.393, C5 1.386, H33 1.078
5 C -3.8645 -0.4444 -1.0590  C4 1.386, C6 1.379, H34 1.079
6 C -3.5993 0.7208 -0.3715  C5 1.379, S7 1.787, C28 1.385
7 S -2.4532 1.9246 -1.0270  C6 1.787, O8 1.442, O9 1.433, N10 1.676
8 O -1.9665 1.4386 -2.2938  S7 1.442
9 O -3.0629 3.2214 -1.0004  S7 1.433
10 N -1.2879 1.8863 0.1768  S7 1.676, C11 1.449, C27 1.444
11 C -0.5867 3.1278 0.4330  N10 1.449, C12 1.529, H35 1.090, H36 1.093
12 C 0.5277 3.3816 -0.5821  C11 1.529, C13 1.533, H37 1.092, H38 1.091
13 C 1.4880 2.1899 -0.6622  C12 1.533, C14 1.529, C26 1.535, H39 1.097
14 C 2.3237 2.0460 0.6104  C13 1.529, O15 1.214, N16 1.352
15 O 2.1201 2.6576 1.6391  C14 1.214
16 N 3.3527 1.1790 0.4748  C14 1.352, C17 1.444, H40 1.008
17 C 4.2342 0.8515 1.5706  N16 1.444, C18 1.531, H41 1.093, H42 1.095
18 C 3.9793 -0.5386 2.1603  C17 1.531, C19 1.535, H43 1.091, H44 1.092
19 C 4.5136 -1.6833 1.2886  C18 1.535, C20 1.502, H45 1.092, H46 1.093
20 C 3.7431 -1.8529 0.0102  C19 1.502, C21 1.390, C25 1.390
21 C 2.4679 -2.4066 0.0308  C20 1.390, C22 1.383, H47 1.081
22 C 1.7444 -2.5603 -1.1383  C21 1.383, C23 1.386, H48 1.080
23 C 2.2860 -2.1616 -2.3497  C22 1.386, C24 1.384, H49 1.079
24 C 3.5550 -1.6098 -2.3830  C23 1.384, C25 1.385, H50 1.080
25 C 4.2774 -1.4575 -1.2110  C20 1.390, C24 1.385, H51 1.082
26 C 0.6867 0.9095 -0.9356  C13 1.535, C27 1.529, H52 1.091, H53 1.091
27 C -0.4156 0.7370 0.1099  N10 1.444, C26 1.529, H54 1.093, H55 1.095
28 C -4.2136 0.9828 0.8415  C6 1.385, C29 1.377, H56 1.078
29 C -5.0990 0.0677 1.3663  C3 1.401, C28 1.377, H57 1.078
30 H -7.3356 -3.6383 1.2956  C1 1.089
31 H -5.7456 -3.8102 0.5131  C1 1.094
32 H -7.0769 -2.9710 -0.3347  C1 1.094
33 H -4.9522 -2.2767 -1.0920  C4 1.078
34 H -3.3728 -0.6116 -2.0047  C5 1.079
35 H -1.3316 3.9222 0.3852  C11 1.090
36 H -0.1664 3.0767 1.4402  C11 1.093
37 H 0.0783 3.5394 -1.5651  C12 1.092
38 H 1.0746 4.2797 -0.2924  C12 1.091
39 H 2.1878 2.3505 -1.4915  C13 1.097
40 H 3.4582 0.6530 -0.3788  N16 1.008
41 H 4.0528 1.6097 2.3367  C17 1.093
42 H 5.2726 0.9295 1.2325  C17 1.095
43 H 2.9066 -0.6622 2.3187  C18 1.091
44 H 4.4713 -0.5873 3.1334  C18 1.092
45 H 5.5667 -1.4996 1.0655  C19 1.092
46 H 4.4491 -2.6101 1.8640  C19 1.093
47 H 2.0426 -2.7252 0.9717  C21 1.081
48 H 0.7553 -2.9927 -1.1056  C22 1.080
49 H 1.7216 -2.2805 -3.2618  C23 1.079
50 H 3.9858 -1.2999 -3.3237  C24 1.080
51 H 5.2728 -1.0357 -1.2464  C25 1.082
52 H 1.3324 0.0305 -0.9314  C26 1.091
53 H 0.2133 0.9900 -1.9153  C26 1.091
54 H -1.0363 -0.1292 -0.1318  C27 1.093
55 H 0.0209 0.5931 1.1041  C27 1.095
56 H -3.9892 1.9064 1.3493  C28 1.078
57 H -5.5971 0.2412 2.3067  C29 1.078

Summary:
E_tot = -45274.3312 eV
SMILES = COc1ccc(S(=O)(=O)N2CCC(C(=O)NCCCc3ccccc3)CC2)cc1

These are the Mulliken partial charges, in e, on atoms 1 to 4: C -0.8339; O -0.4321; C 0.8797; C -0.3800

The following is a quantum chemistry calculation of 2 unconnected molecules or ions with the total composition C5H9NO3P, from OMol25.

Last columns: bonded neighbours and bond lengths (Å).
Positions of all 19 atoms, in Å:
1 C -1.6266 0.2870 1.4186  C2 1.503, C4 1.391, H11 1.103, H12 1.086
2 C -1.3778 -1.0423 0.7634  C1 1.503, C4 1.497, H13 1.150, H14 1.091
3 C -2.3698 0.6783 -1.0247  C4 1.310, H15 1.046, H16 1.028
4 C -2.0903 0.1056 0.1194  C1 1.391, C2 1.497, C3 1.310
5 C 1.2381 -0.5667 -0.9562  N6 1.244, P10 1.874
6 N 1.0282 0.3283 -1.7940  C5 1.244, H17 1.036, H18 0.983
7 O 1.8207 0.7187 1.3015  P10 1.487
8 O 2.9982 -1.5331 0.9044  P10 1.745, H19 0.970
9 O 3.7695 0.6179 -0.4063  P10 1.484
10 P 2.5696 0.0162 0.2265  C5 1.874, O7 1.487, O8 1.745, O9 1.484
11 H -2.3043 0.5096 2.2593  C1 1.103
12 H -0.7698 0.9535 1.3952  C1 1.086
13 H -0.4356 -1.2150 0.1266  C2 1.150
14 H -1.9397 -1.9286 1.0611  C2 1.091
15 H -2.4382 1.7219 -0.9947  C3 1.046
16 H -2.5724 0.1749 -1.8977  C3 1.028
17 H 1.3996 1.2911 -1.7030  N6 1.036
18 H 0.4628 0.3166 -2.5986  N6 0.983
19 H 2.6379 -1.4339 1.7994  O8 0.970

Summary:
net charge = -1
E_tot = -22251.7748 eV

These are the Mulliken partial charges, in e, on atoms 1 to 4: C -0.3806; C -0.3668; C -0.8868; C 0.4648

Question: The highest E_tot belongs to which entry?
Answer: C8H8N2

Question: E_tot of number 3 (C5H9NO3P)?
Answer: -22251.7748 eV

Question: The lowest E_tot belongs to which entry?
Answer: C22H28N2O4S

Question: Look up the E_tot of the first one.
Answer: -11404.6827 eV